{
  "formula": "C20H29AlBr24I3O4",
  "method": "wB97M-V/def2-TZVPD",
  "lumo_ev": 0.54,
  "fmax_ev_per_a": 3.4,
  "charge": -1,
  "homo_lumo_gap_ha": 0.210,
  "elements": ["C", "C", "O", "C", "C", "O", "C", "C", "O", "C", "Al", "I", "C", "C", "O", "C", "I", "C", "C", "I", "H", "H", "H", "H", "H", "H", "H", "H", "H", "H", "H", "H", "H", "H", "H", "H", "H", "H", "H", "H", "H", "C", "Br", "Br", "Br", "H", "C", "Br", "Br", "Br", "H", "C", "Br", "Br", "Br", "H", "C", "Br", "Br", "Br", "H", "C", "Br", "Br", "Br", "H", "C", "Br", "Br", "Br", "H", "C", "Br", "Br", "Br", "H", "C", "Br", "Br", "Br", "H"],
  "coordinates": [[4.601677, -1.565539, 1.462692], [3.266340, -1.116693, 0.705319], [2.703113, -0.001200, 1.402978], [1.446099, 0.398099, 0.842874], [1.154029, 1.894261, 1.327934], [-0.181389, 1.993435, 1.825742], [-1.091890, 2.551165, 0.867978], [-2.170102, 1.497495, 0.347024], [-3.382871, 1.536513, 1.096022], [-4.440619, 0.834267, 0.365495], [-4.083110, -1.209603, 0.280142], [-2.733862, -1.768745, 2.426791], [-5.895567, -2.147376, 0.128679], [-6.704529, -2.259016, 1.462164], [-6.742208, -3.248934, 2.201156], [-3.095587, -1.539648, -1.485271], [-3.189718, -0.003417, -3.064973], [-2.354251, -2.672958, -1.825921], [-1.616396, -2.762499, -3.238842], [-2.188017, -4.333423, -0.461304], [5.421529, -0.801938, 1.383482], [4.918739, -2.526968, 0.958295], [4.331325, -1.711016, 2.542484], [3.495345, -0.887256, -0.375830], [2.551525, -1.982086, 0.809166], [1.378736, 0.290474, -0.278537], [0.612388, -0.227437, 1.298764], [1.431188, 2.668985, 0.560261], [1.844378, 2.061754, 2.214824], [-0.580584, 2.936031, -0.073652], [-1.586754, 3.463495, 1.329539], [-2.431064, 1.831253, -0.705291], [-1.664683, 0.490135, 0.389149], [-4.622122, 1.281855, -0.656019], [-5.411123, 0.953713, 0.940359], [-6.535069, -1.512708, -0.573321], [-5.811893, -3.162984, -0.372650], [-7.339472, -1.347086, 1.765623], [-0.918892, -1.873291, -3.318192], [-2.343070, -2.765625, -4.093357], [-0.966597, -3.692681, -3.240746], [5.599437, -4.916611, 3.636554], [3.668363, -4.778444, 3.581572], [6.309930, -5.722789, 2.024675], [6.433660, -3.208356, 4.008587], [5.847840, -5.578265, 4.460456], [-7.142559, 0.161617, -5.571350], [-7.773061, 0.913581, -3.900317], [-5.780626, 1.271025, -6.389708], [-6.545135, -1.667985, -5.353635], [-7.987756, 0.141674, -6.252364], [9.280054, -4.362256, -1.014023], [9.000205, -6.177649, -0.399813], [7.747771, -3.687909, -1.986400], [9.788121, -3.181543, 0.436129], [10.112549, -4.386242, -1.710197], [12.167370, -1.739887, -2.702462], [13.972474, -2.257784, -3.177373], [11.924852, 0.179380, -2.782903], [10.845188, -2.675274, -3.765441], [12.012525, -2.036739, -1.668585], [13.914190, 2.216607, 0.120927], [13.316725, 2.941767, 1.814509], [15.322515, 3.289264, -0.665205], [14.430772, 0.357085, 0.277591], [13.067692, 2.254848, -0.558476], [-3.608671, 6.451724, 0.098838], [-4.406704, 8.205010, -0.118676], [-4.682579, 5.066518, -0.721388], [-1.777887, 6.413726, -0.534265], [-3.581666, 6.244625, 1.164509], [-8.841715, 1.076668, 0.422207], [-7.917985, 0.632130, 2.066230], [-10.395550, 2.189495, 0.746477], [-7.647960, 1.864890, -0.882109], [-9.201204, 0.143010, -0.001673], [-11.296542, 4.883815, 3.721084], [-12.576939, 4.067325, 2.513867], [-9.539443, 5.039804, 2.923893], [-11.932908, 6.587275, 4.390844], [-11.200314, 4.222066, 4.576386]],
  "forces_ev_per_angstrom": [[-1.1, 0.3, -0.8], [0.9, -0.7, 1.1], [0.1, -0.1, -1.4], [-1.2, 0.6, 0.7], [1.0, -1.1, 0.9], [0.5, 0.9, -1.4], [-1.2, 0.1, -0.6], [0.3, 1.3, 0.1], [0.2, 0.1, -0.7], [-0.4, -0.7, 0.4], [-0.6, 1.0, -0.5], [-0.1, 0.1, -0.2], [-1.6, -0.5, 0.5], [0.2, -1.0, -0.3], [0.2, 1.4, -1.2], [1.6, -2.8, -0.2], [-0.1, -0.6, 0.6], [-0.9, 2.9, -1.5], [0.7, -0.8, 1.4], [-0.1, 0.7, -0.9], [-0.8, -0.7, 0.0], [-0.1, 0.9, 0.8], [0.4, 0.0, -1.1], [-0.4, -0.1, 1.0], [0.6, 0.7, -0.5], [0.4, 0.1, 1.0], [0.9, 0.6, -0.6], [-0.6, -0.7, 0.6], [-0.8, -0.2, -1.0], [-0.2, -0.5, 1.2], [0.3, -1.2, -0.4], [0.5, -0.7, 0.9], [-0.6, 0.7, -0.3], [0.3, -0.1, 0.9], [1.3, 0.2, -0.4], [0.8, -0.4, 0.7], [0.0, 1.0, 0.8], [1.3, -2.0, -0.7], [-0.9, -1.0, 0.0], [0.7, 0.0, 0.9], [-0.9, 1.0, -0.2], [-0.1, 0.0, 0.0], [0.3, 0.0, 0.0], [-0.1, 0.2, 0.2], [0.0, -0.3, 0.0], [0.0, 0.1, -0.2], [-0.1, 0.0, 0.0], [0.3, -0.3, -0.5], [-0.2, -0.2, 0.2], [-0.1, 0.3, 0.0], [0.2, 0.0, 0.1], [-0.1, 0.0, 0.0], [0.1, 0.3, -0.1], [0.2, -0.2, 0.3], [-0.1, -0.2, -0.2], [-0.2, 0.0, 0.1], [0.1, 0.0, 0.1], [-0.3, 0.1, 0.1], [0.0, -0.3, -0.1], [0.3, 0.3, 0.1], [0.0, 0.1, -0.2], [-0.1, 0.0, 0.0], [0.1, -0.1, -0.3], [-0.2, -0.2, 0.2], [0.0, 0.3, 0.0], [0.1, 0.0, 0.1], [-0.1, -0.2, 0.0], [0.1, -0.2, 0.0], [0.2, 0.2, 0.1], [-0.3, 0.0, 0.1], [0.0, 0.0, -0.2], [0.0, -0.1, 0.0], [-0.8, 1.7, 0.0], [0.3, -0.3, -0.1], [-0.3, 0.0, 0.6], [0.1, 0.1, 0.1], [0.2, 0.0, 0.0], [0.1, 0.3, 0.3], [-0.3, 0.1, 0.2], [0.1, -0.2, -0.1], [0.0, 0.1, -0.2]]
}


{
  "formula": "C20H29AsCrN4OSe",
  "method": "wB97M-V/def2-TZVPD",
  "spin_multiplicity": 4,
  "lumo_ev": [-4.30, -2.45],
  "fmax_ev_per_a": 1.9,
  "charge": 1,
  "homo_lumo_gap_ha": [0.236, 0.307],
  "elements": ["Cr", "C", "N", "C", "C", "C", "C", "C", "C", "C", "N", "C", "C", "C", "C", "C", "C", "N", "C", "C", "H", "H", "H", "H", "H", "H", "H", "H", "H", "H", "H", "H", "H", "H", "H", "H", "H", "H", "H", "H", "Se", "C", "N", "C", "As", "C", "C", "O", "H", "H", "H", "H", "H", "H", "H", "H", "H"],
  "coordinates": [[0.373563, 1.000779, 0.104049], [-2.452760, 1.446147, 1.279843], [-1.659781, 1.762504, 0.091575], [-1.552303, 3.224767, -0.051285], [-2.266590, 1.290119, -1.143472], [-3.590772, 1.500909, -1.486489], [-4.023479, 1.226726, -2.775214], [-3.110469, 0.823340, -3.736287], [-1.793231, 0.581180, -3.401327], [-1.372259, 0.728551, -2.074025], [-0.142315, 0.390111, -1.562198], [0.662194, -0.566589, -2.141327], [0.265519, -1.531087, -3.075291], [1.194441, -2.405641, -3.604331], [2.519149, -2.354893, -3.203814], [2.905619, -1.470984, -2.208764], [1.983221, -0.596882, -1.664653], [2.298041, 0.324597, -0.583555], [3.079601, -0.338856, 0.463992], [3.062500, 1.452175, -1.134202], [-3.383072, 2.019137, 1.311492], [-1.871926, 1.682305, 2.174530], [-2.685981, 0.381199, 1.285385], [-2.538539, 3.674973, -0.198037], [-0.935996, 3.462665, -0.923967], [-1.107064, 3.663066, 0.842886], [-4.293540, 1.892059, -0.766946], [-5.059176, 1.370233, -3.036859], [-3.426642, 0.691589, -4.758525], [-1.082979, 0.306619, -4.165807], [-0.772417, -1.629529, -3.345543], [0.878127, -3.132646, -4.335838], [3.249023, -3.016741, -3.638271], [3.928501, -1.476168, -1.866485], [4.114259, -0.516532, 0.160257], [2.610646, -1.294366, 0.706939], [3.086414, 0.288872, 1.357745], [3.998363, 1.113118, -1.590864], [3.310124, 2.160109, -0.341619], [2.470989, 1.956053, -1.903799], [1.412702, 2.803540, 1.648812], [0.942313, 1.775704, 3.001436], [0.619272, 1.007153, 3.808799], [1.717226, -1.584471, 4.022818], [0.089949, -1.334294, 2.955449], [-1.449158, -1.030341, 4.112790], [-0.242134, -3.102238, 2.173167], [0.128311, -0.450006, 1.543025], [1.763920, -2.628656, 4.329652], [1.656974, -0.948223, 4.903629], [2.609730, -1.337760, 3.448620], [-1.496985, -1.852107, 4.827176], [-2.361817, -1.027008, 3.515725], [-1.340772, -0.087429, 4.643054], [0.381062, -3.872113, 2.623088], [-0.009730, -3.029651, 1.109243], [-1.289862, -3.385086, 2.273621]],
  "forces_ev_per_angstrom": [[-0.1, -0.9, 1.5], [-0.1, -0.3, 0.6], [0.2, -0.2, -0.2], [0.1, 0.8, 0.1], [0.2, -0.3, -0.7], [0.1, 0.0, 0.1], [0.0, 0.0, 0.0], [-0.1, 0.0, 0.0], [0.2, 0.1, 0.2], [-1.5, 0.3, -0.1], [0.3, 0.5, 0.1], [1.0, -0.8, -0.4], [0.0, 0.1, 0.2], [0.1, 0.0, 0.0], [0.0, 0.0, 0.1], [0.0, 0.1, 0.0], [-0.4, -0.4, -0.4], [-0.2, -0.1, -0.2], [0.1, -0.3, 0.7], [0.3, 0.7, -0.2], [0.0, 0.0, -0.1], [0.0, 0.0, -0.1], [0.0, 0.1, 0.0], [0.0, -0.1, -0.1], [0.0, 0.0, 0.1], [0.0, -0.1, -0.1], [0.0, 0.1, 0.1], [-0.1, 0.1, 0.0], [0.0, 0.0, -0.1], [0.0, -0.1, 0.0], [0.0, 0.1, -0.1], [0.0, -0.1, -0.1], [0.1, -0.1, -0.1], [0.1, 0.0, 0.1], [-0.1, 0.0, -0.1], [0.0, 0.1, 0.0], [0.0, 0.0, -0.1], [-0.1, -0.1, 0.0], [-0.1, -0.1, -0.1], [0.0, 0.0, 0.1], [0.4, 0.9, -1.1], [-0.4, -1.1, 1.5], [0.3, 1.0, 0.1], [-0.4, 0.1, -0.1], [-0.3, -1.3, 0.6], [0.3, 0.1, -0.1], [0.0, 0.2, 0.0], [0.1, 1.1, -1.4], [-0.1, 0.0, -0.1], [0.0, 0.0, -0.2], [-0.1, 0.1, -0.1], [0.0, -0.1, -0.1], [0.1, -0.1, -0.1], [0.0, -0.1, -0.1], [0.0, 0.0, 0.1], [0.0, 0.0, 0.1], [0.0, 0.1, 0.1]]
}


{
  "formula": "C20H29BCl2N6O2Ti",
  "method": "wB97M-V/def2-TZVPD",
  "lumo_ev": -8.46,
  "fmax_ev_per_a": 1.6,
  "charge": 2,
  "homo_lumo_gap_ha": 0.262,
  "relative_energy_kcal_mol": 7.13,
  "elements": ["Ti", "C", "C", "C", "C", "C", "C", "N", "N", "B", "N", "C", "C", "C", "N", "C", "C", "C", "N", "C", "C", "C", "N", "C", "C", "C", "H", "H", "H", "H", "H", "H", "H", "H", "H", "H", "H", "H", "H", "H", "H", "H", "H", "H", "H", "H", "H", "H", "H", "H", "H", "H", "H", "H", "Cl", "C", "Cl", "C", "O", "O", "H"],
  "coordinates": [[0.127771, -0.085186, -0.113723], [-1.185222, 0.769517, 4.078472], [-2.071688, 0.356802, 2.894728], [-3.540577, 0.237003, 3.309588], [-1.922276, 1.340126, 1.774752], [-2.514388, 2.580629, 1.703913], [-2.096412, 3.152549, 0.505190], [-1.289321, 2.317733, -0.122680], [-1.151952, 1.178049, 0.640555], [-0.578409, 2.417746, -1.493151], [-0.994300, 1.174073, -2.328331], [-1.575025, 1.115983, -3.519644], [-1.621902, -0.203036, -3.951647], [-1.038356, -0.955256, -2.952534], [-0.649467, -0.113556, -1.947616], [-0.835414, -2.440280, -2.970129], [-2.178367, -3.168918, -2.800691], [0.197789, -2.952490, -1.969961], [0.953898, 2.310841, -1.243990], [1.914860, 3.153796, -1.598609], [3.155472, 2.599573, -1.305217], [2.898605, 1.365895, -0.744356], [1.545392, 1.180919, -0.700192], [3.909221, 0.363725, -0.277628], [4.589805, 0.845866, 1.013242], [3.349230, -1.046060, -0.106960], [-1.289091, 0.044569, 4.886726], [-0.132234, 0.831913, 3.799688], [-1.490372, 1.743327, 4.462695], [-1.767694, -0.627571, 2.551762], [-3.902637, 1.169477, 3.749341], [-4.180051, -0.018229, 2.464345], [-3.641239, -0.542616, 4.063391], [-3.184215, 3.015266, 2.428289], [-2.338869, 4.110339, 0.065001], [-0.853330, 3.433747, -2.050629], [-1.915687, 2.021731, -4.001700], [-2.019998, -0.570426, -4.884521], [-0.464784, -2.645722, -3.975765], [-2.612866, -2.950932, -1.822338], [-2.895028, -2.877531, -3.568527], [-2.024980, -4.246186, -2.872723], [-0.236200, -3.098399, -0.981776], [0.585374, -3.917682, -2.293162], [1.062423, -2.290616, -1.901795], [1.663981, 4.103007, -2.053231], [4.125482, 3.036654, -1.488735], [4.660653, 0.343525, -1.068901], [3.860463, 0.938913, 1.821648], [5.351252, 0.127675, 1.320144], [5.074193, 1.812635, 0.874254], [2.867589, -1.164418, 0.862653], [2.654473, -1.308931, -0.908077], [4.148564, -1.784521, -0.153303], [1.416676, -3.863884, 1.896272], [0.265644, -2.715110, 2.626675], [-1.288655, -3.412343, 2.956727], [0.157067, -1.606897, 1.614687], [0.905206, -0.581996, 1.648574], [-0.663724, -1.662738, 0.614771], [0.703648, -2.342071, 3.544158]],
  "forces_ev_per_angstrom": [[-0.6, 1.3, -0.7], [0.0, 0.0, 0.0], [0.1, 0.0, 0.0], [0.0, 0.1, 0.0], [0.1, 0.1, -0.1], [-0.1, 0.1, 0.0], [-0.1, 0.2, 0.0], [0.1, -0.2, 0.0], [-0.1, 0.1, 0.1], [0.1, -0.1, -0.1], [0.2, -0.1, 0.1], [-0.1, 0.0, -0.2], [-0.1, 0.1, -0.1], [0.1, 0.1, 0.1], [-0.2, -0.1, -0.1], [0.0, 0.0, 0.1], [0.0, 0.0, 0.0], [-0.1, -0.1, 0.0], [0.0, -0.1, 0.0], [0.1, 0.2, -0.1], [0.0, 0.2, 0.0], [-0.1, -0.1, 0.0], [0.2, 0.1, 0.1], [0.0, -0.1, 0.1], [0.0, 0.0, 0.0], [0.1, 0.0, 0.1], [0.0, 0.0, 0.0], [0.0, 0.0, 0.0], [0.0, 0.0, 0.0], [0.0, -0.1, -0.1], [0.0, -0.1, 0.0], [0.0, 0.0, 0.0], [0.0, 0.0, 0.0], [0.0, 0.0, -0.1], [0.0, -0.1, 0.0], [0.0, -0.1, 0.1], [0.0, -0.1, 0.0], [0.0, 0.1, 0.1], [0.0, 0.0, -0.1], [0.0, 0.0, 0.0], [0.0, 0.0, 0.0], [0.0, 0.0, 0.0], [0.0, 0.0, -0.1], [0.0, 0.0, 0.0], [0.2, 0.1, 0.0], [0.0, -0.1, 0.0], [-0.1, 0.0, 0.0], [0.1, 0.0, 0.0], [0.0, 0.0, 0.0], [0.0, 0.0, 0.0], [0.0, 0.0, 0.0], [0.1, 0.0, -0.1], [-0.1, 0.0, -0.1], [0.0, 0.0, 0.0], [-0.1, 0.2, 0.0], [0.2, -0.1, -0.1], [-0.3, -0.1, 0.0], [-0.1, -0.2, 0.1], [0.0, -0.5, 0.4], [0.3, -0.6, 0.7], [0.1, 0.1, 0.1]]
}


{
  "formula": "C20H29CoO4",
  "method": "wB97M-V/def2-TZVPD",
  "spin_multiplicity": 5,
  "lumo_ev": [0.67, -1.97],
  "fmax_ev_per_a": 5.5,
  "homo_lumo_gap_ha": [0.288, 0.238],
  "relative_energy_kcal_mol": 17.99,
  "elements": ["O", "C", "C", "H", "H", "C", "H", "H", "C", "H", "H", "H", "C", "H", "H", "H", "Co", "C", "C", "C", "H", "C", "C", "H", "H", "H", "H", "C", "C", "C", "H", "C", "C", "H", "H", "H", "H", "O", "C", "C", "H", "H", "C", "H", "H", "C", "H", "H", "H", "H", "O", "C", "O", "H"],
  "coordinates": [[0.453059, -0.128345, 0.180814], [-0.467924, -0.146138, -0.937937], [0.746548, -0.174690, -1.853857], [-1.039344, 0.786962, -1.011049], [-1.089563, -1.041891, -0.929770], [1.662076, -0.191588, -0.617495], [0.843768, 0.807703, -2.291998], [0.788153, -0.945445, -2.615477], [2.390675, 1.097283, -0.266257], [1.737603, 1.967629, -0.459062], [3.338334, 1.239159, -0.800700], [2.608597, 1.059285, 0.814944], [2.404138, -1.473291, -0.338439], [1.793900, -2.339301, -0.642750], [2.612373, -1.518076, 0.742336], [3.359757, -1.501389, -0.881181], [-1.013288, -0.708927, 3.106944], [-1.278514, -2.777295, 3.476522], [-2.580204, -2.892721, 2.861112], [-2.407986, -2.828581, 1.457021], [-3.516435, -3.067096, 3.388792], [-1.019272, -2.741291, 1.161814], [-0.300476, -2.677965, 2.392229], [0.779874, -2.803036, 2.478992], [-1.068032, -3.027505, 4.513305], [-3.201047, -2.899402, 0.717128], [-0.576669, -2.849548, 0.174216], [-0.631001, -0.299344, 5.039897], [0.513307, -0.932334, 4.463182], [0.916911, -0.166318, 3.320380], [1.028345, -1.799536, 4.859687], [0.088367, 0.998369, 3.262894], [-0.870661, 0.910694, 4.320043], [-1.603116, 1.664796, 4.596131], [-1.150513, -0.620337, 5.942772], [1.764751, -0.377031, 2.681605], [0.206204, 1.809732, 2.552174], [0.303546, 1.856866, -3.398861], [1.542676, 1.671684, -4.176817], [1.399437, 2.316637, -5.547104], [1.727581, 0.596164, -4.297287], [2.383450, 2.053162, -3.587613], [-0.108064, 2.583769, -5.688056], [1.773036, 1.634512, -6.316627], [1.953792, 3.257253, -5.583669], [-0.683028, 2.443504, -4.288773], [-0.535078, 1.851679, -6.371245], [-0.291911, 3.587681, -6.063198], [-1.600113, 1.852881, -4.250594], [-0.914575, 3.418583, -3.861395], [-4.252120, 0.705605, 1.401559], [-3.336825, 0.380890, 2.139230], [-2.161593, -0.116555, 1.778388], [-3.422907, 0.492492, 3.253098]],
  "forces_ev_per_angstrom": [[-0.8, -0.3, 1.6], [1.2, 0.0, 0.1], [0.7, 0.7, -0.4], [-0.2, -0.4, 0.2], [-0.2, 0.3, 0.0], [-1.4, -0.1, 0.0], [0.0, -1.1, 0.3], [0.3, -0.2, 0.0], [0.4, 0.0, -0.1], [0.3, -0.4, 0.1], [-0.1, -0.1, 0.0], [0.0, 0.1, -0.3], [0.3, 0.0, 0.2], [0.3, 0.3, 0.2], [0.0, -0.2, -0.3], [-0.2, -0.1, 0.1], [-2.4, -2.5, -4.3], [1.5, -0.8, -1.1], [-0.1, -0.3, -2.1], [-0.4, -0.8, 1.1], [0.3, 0.3, -0.2], [-0.8, -0.6, 0.4], [-0.8, -0.7, 1.4], [-0.5, 0.2, 0.0], [0.0, 0.1, -0.4], [0.2, 0.2, 0.2], [-0.1, 0.3, 0.3], [1.1, 0.6, 1.6], [1.1, 1.4, 1.1], [1.1, 0.9, 1.5], [-0.3, -0.1, -0.3], [0.9, 0.5, 0.8], [0.8, 0.8, 0.9], [0.0, -0.3, -0.3], [0.1, 0.1, -0.4], [-0.3, 0.0, 0.0], [-0.3, -0.4, 0.0], [0.4, 1.4, -3.0], [-0.2, -0.5, 0.6], [-0.1, 0.3, 0.4], [-0.2, 0.1, 0.1], [-0.2, 0.2, -0.1], [0.2, -0.3, -0.2], [0.0, 0.3, 0.1], [0.0, -0.1, -0.1], [0.0, 0.3, 0.9], [-0.2, 0.1, 0.0], [-0.1, -0.1, -0.2], [0.1, -0.2, 0.0], [-0.1, 0.1, -0.1], [0.9, -0.4, 0.6], [0.1, 0.1, -0.5], [-1.8, 1.1, 0.0], [-0.2, 0.0, -0.4]]
}